20
Properties=species:S:1:pos:R:3 method="wB97M-V/def2-TZVPD" smiles="C=CCN.CSC" lumo_ev=0.954 e_homo_ha=-0.3098 relative_energy_kj_mol=143.1 homo_lumo_gap_ev=9.385
C 2.60433 0.52487 0.58095
C 1.54115 1.07874 -0.04035
C 1.53005 1.18486 -1.56688
N 0.33050 0.54064 -2.13734
H 2.61511 0.37653 1.66389
H 3.50065 0.16059 0.05749
H 0.61667 1.52472 0.38965
H 1.54234 2.25618 -1.86210
H 2.40310 0.71254 -2.07117
H 0.23907 0.78025 -3.13933
H -0.51369 0.95263 -1.75838
C -2.96772 -0.69244 1.73032
S -1.63937 -0.01503 0.72160
C -0.63949 -1.53287 0.41453
H -2.48535 -1.14253 2.59903
H -3.63724 -1.40222 1.21542
H -3.61440 0.19568 2.11859
H 0.44393 -1.35910 0.63951
H -1.05679 -2.27606 1.07518
H -0.81285 -1.86799 -0.63061

20
Properties=species:S:1:pos:R:3 method="wB97M-V/def2-TZVPD" smiles="C/C=C/N.CSC" lumo_ev=0.972 e_homo_ha=-0.2934 relative_energy_kj_mol=68.0 homo_lumo_gap_ev=8.957
C 0.80345 -1.40938 1.46466
C -0.65448 -1.52943 1.13980
C -1.10677 -2.07617 0.01795
N -2.45668 -2.25551 -0.32617
H 1.40618 -1.91123 0.70831
H 1.11505 -0.36087 1.49025
H 1.04462 -1.84676 2.43431
H -1.36278 -1.14438 1.86904
H -0.41021 -2.48284 -0.70682
H -2.61443 -2.27441 -1.32062
H -3.07618 -1.61639 0.14801
C -0.29002 2.00938 0.04034
S 1.46676 2.36606 0.17899
C 1.93064 2.20158 -1.55747
H -0.44576 1.01142 -0.37268
H -0.79461 2.75692 -0.56467
H -0.68164 2.04134 1.05371
H 2.98531 2.45106 -1.62433
H 1.78068 1.17773 -1.89640
H 1.36087 2.89188 -2.17620

20
Properties=species:S:1:pos:R:3 method="wB97M-V/def2-TZVPD" smiles="C=CN.CCCS" lumo_ev=0.862 e_homo_ha=-0.2936 relative_energy_kj_mol=125.7 homo_lumo_gap_ev=8.851
C -0.50775 2.89946 -1.53911
C -0.57087 2.10208 -0.42979
N 0.18212 2.38594 0.75987
H -0.17507 3.93708 -1.48887
H -0.75398 2.49489 -2.51546
H -0.97807 1.07883 -0.45500
H 0.86521 3.16066 0.75848
H 0.52357 1.60290 1.28170
C 1.14942 -2.40067 -0.69887
C 0.73913 -1.26979 0.24131
C -0.70977 -1.45607 0.71816
S -1.01010 -0.59684 2.32513
H 2.06938 -2.19943 -1.28165
H 0.27327 -2.54007 -1.35393
H 1.28847 -3.42284 -0.25118
H 1.39528 -1.26849 1.12762
H 0.87010 -0.31411 -0.27555
H -0.85507 -2.51521 0.85101
H -1.43906 -1.01655 0.01974
H -2.35622 -0.66176 2.20640

21
Properties=species:S:1:pos:R:3 method="wB97M-V/def2-TZVPD" smiles=CCN[C@H](C)CSS lumo_ev=0.700 e_homo_ha=-0.2910 relative_energy_kj_mol=250.8 homo_lumo_gap_ev=8.618
C 2.89235 -0.18943 -0.37132
C 1.74500 0.40921 -1.21822
N 0.74308 0.77299 -0.22720
C -0.39417 -0.01508 -0.24408
C -1.62832 0.63651 -0.92049
C -0.76704 -0.52261 1.19900
S -2.14673 -1.65536 1.21299
S -3.70922 -0.94972 2.01089
H 3.27334 -0.91277 -0.92077
H 3.62967 0.50531 -0.11584
H 2.33236 -0.70268 0.58750
H 2.03549 1.29565 -1.85790
H 1.26715 -0.36367 -1.89160
H 0.61063 1.66200 0.28699
H -0.20469 -1.06952 -0.78853
H -1.98544 1.39043 -0.27607
H -2.27078 -0.21639 -1.29857
H -1.32727 1.07888 -1.82927
H 0.15048 -1.02380 1.61168
H -0.88413 0.43145 1.73078
H -3.36176 -0.56141 3.32004

20
Properties=species:S:1:pos:R:3 method="wB97M-V/def2-TZVPD" smiles=C[Si]1(C)CCCN1 lumo_ev=1.006 e_homo_ha=-0.3112 relative_energy_kj_mol=40.1 homo_lumo_gap_ev=9.474
C 1.78698 -1.46013 -0.31413
Si 0.69806 -0.02071 -0.03158
C 1.63098 1.57349 0.47829
C -0.56672 0.08610 -1.41906
C -1.80928 0.44824 -0.47157
C -1.82318 -0.49311 0.71834
N -0.42287 -0.48291 1.22616
H 2.03064 -1.80273 0.64097
H 1.31270 -2.29186 -0.83234
H 2.67341 -1.24527 -0.81768
H 2.04589 2.10447 -0.26692
H 0.70693 2.29395 0.88053
H 2.33679 1.48514 1.26486
H -0.82524 -0.68562 -2.12741
H -0.60020 0.89844 -2.11367
H -2.75363 0.60090 -1.05783
H -1.63234 1.41244 -0.02493
H -2.36200 -0.12291 1.62037
H -2.08304 -1.45579 0.47569
H -0.34389 -0.84215 2.17190

19
Properties=species:S:1:pos:R:3 method="wB97M-V/def2-TZVPD" lumo_ev=3.918 charge=-1 e_homo_ha=-0.0836 relative_energy_kj_mol=30.9 homo_lumo_gap_ev=6.194
C 1.95896 -0.46482 -0.14563
C 0.51986 -0.53866 0.32864
C -0.00557 -1.94558 0.17885
C 0.38399 -0.07588 1.78124
H 2.36608 0.54981 -0.13420
H 2.68300 -1.06115 0.43734
H 2.02590 -0.82045 -1.18082
H -0.17166 0.11767 -0.30484
H -1.06522 -2.02403 0.43338
H 0.56969 -2.65747 0.79473
H 0.05913 -2.28088 -0.86271
H 0.60146 1.00020 1.83780
H -0.64952 -0.20144 2.10492
H 1.09651 -0.52816 2.48583
C -1.34893 2.09570 -1.18631
O -1.62480 0.76911 -0.98012
H -0.86883 2.27031 -2.18523
H -2.25964 2.72971 -1.24096
H -0.64661 2.51545 -0.43110

no.,strongest force on any atom (eV/Å)
1,2.067
2,0.304
3,2.757
4,5.013
5,5.536
6,1.305